Arrangement 1

20
Properties=species:S:1:pos:R:3:lowdin_charge:R:1 method="wB97M-V/def2-TZVPD" charge=+1 e_homo_ev="-14.01 / -14.25"
H -0.81368 1.00959 -1.95915 0.13
H 2.70450 1.04093 -0.56450 0.15
H -2.35465 -0.35775 1.28997 0.18
C -1.49315 0.91577 -1.01079 -0.11
H -0.76269 -1.32469 0.66018 0.14
C -0.59216 0.15170 2.45616 -0.10
H 1.43248 1.20467 -1.89204 0.06
C -1.18432 -0.24510 1.09604 -0.29
H 2.82109 -0.05377 -2.14827 0.13
C 2.12808 0.52498 -1.45237 -0.04
N 1.33518 -0.41408 -0.70128 -0.04
H 0.23946 -1.91029 -0.07818 0.08
H -2.24366 0.24575 -1.31714 0.08
H -1.91982 1.92284 -1.08529 0.13
H 0.19425 -0.64747 2.81723 0.11
C 1.18325 -1.59550 -0.71085 0.00
N -0.70870 0.63310 0.10441 0.05
H -1.44788 0.14490 3.25278 0.11
H -0.19498 1.20381 2.50416 0.09
H 1.67740 -2.44938 -1.26106 0.15

Arrangement 2

20
Properties=species:S:1:pos:R:3:lowdin_charge:R:1 method="wB97M-V/def2-TZVPD" charge=+1 e_homo_ev=-12.88 smiles="C=C(N)C[C@H](C)[NH3+]"
N -0.01077 1.94080 0.54875 0.07
H -1.91467 -2.55219 -0.63965 0.10
H -0.18902 -2.26110 -1.19329 0.10
H -0.43097 -3.03088 0.23679 0.10
H 0.56416 2.74599 0.78955 0.11
C 0.54280 -0.53774 0.92084 -0.02
N -1.17036 0.09598 -0.89664 0.19
H -2.12699 0.45237 -0.58370 0.20
H -0.41643 0.75143 -0.92865 0.07
H 2.47325 1.87901 -0.78181 0.08
C 2.00184 0.96618 -0.50433 0.07
H 2.08809 0.00588 -0.94323 0.06
H -1.21861 -0.29901 -1.85047 0.17
C -0.90472 -2.26493 -0.36570 -0.07
C -0.92746 -0.93283 0.26029 -0.27
H 1.29510 -1.16412 0.39517 0.11
C 0.96956 0.88095 0.33647 -0.39
H 0.59985 -0.56760 2.01248 0.12
H -1.73240 -0.78892 0.93706 0.13
H -0.81550 1.90183 1.09955 0.07

Arrangement 3

20
Properties=species:S:1:pos:R:3:lowdin_charge:R:1 method="wB97M-V/def2-TZVPD" charge=+1 e_homo_ev=-12.80
H -0.51797 -0.75517 1.05742 0.08
C 1.94697 1.21972 1.32936 -0.04
H 1.31041 2.06941 1.11781 0.06
H 3.58361 -0.60904 1.74891 0.08
H 3.79862 -0.78675 0.01148 0.08
N -2.91475 -0.00006 -1.25170 0.23
H -3.09356 -0.66552 -2.02366 0.19
C -1.53969 -0.73840 0.67691 -0.01
H -2.17830 -0.13200 1.32431 0.10
H -0.93507 1.07156 -2.33656 0.10
C -1.52837 -0.10650 -0.67921 -0.33
H -2.00217 -1.71881 0.54745 0.10
C 3.02704 -0.83488 0.80099 -0.13
C -0.63166 0.44190 -1.48522 0.11
H 0.41822 0.34078 -1.31543 0.05
H -3.16765 0.92608 -1.53094 0.16
H 2.60653 1.22324 2.21667 0.08
H -3.51518 -0.26437 -0.51604 0.13
H 2.62545 -1.87154 0.81612 0.08
N 1.97493 0.18308 0.54105 -0.11

Arrangement 4

20
Properties=species:S:1:pos:R:3:lowdin_charge:R:1 method="wB97M-V/def2-TZVPD" charge=+1 e_homo_ev=-13.22 smiles="C=C([NH3+])C[C@@H](C)N"
C 0.32169 -2.28983 1.03083 0.13
H -0.70033 -2.55227 1.26449 0.09
H 2.12379 -0.15278 -0.38262 0.17
H -2.16459 -0.44022 -0.81073 0.08
C 0.61970 -1.03522 0.78283 -0.29
H 1.00954 -3.13066 1.05159 0.09
H -1.71831 0.29143 -2.31996 0.08
H -0.31890 2.73064 -1.38999 0.09
H 2.43425 -0.12242 1.23114 0.18
H -0.75329 2.64938 0.15201 0.09
C -0.22064 0.18811 0.74255 -0.13
H 0.22607 0.92939 1.41151 0.13
H -2.48534 1.30607 -1.12455 0.08
N 2.06402 -0.71190 0.47613 0.24
H 0.35091 0.37741 -1.31016 0.12
C -1.78228 0.48949 -1.25192 -0.04
C -0.40257 0.82260 -0.65753 -0.44
H -1.17168 -0.06554 1.20482 0.13
H 2.67303 -1.52993 0.42113 0.17
N -0.10505 2.24627 -0.52156 0.03

arrangement 4 ends up most stable, edging out the next structure by 28.6 kcal/mol.

Arrangement 1

31
Properties=species:S:1:pos:R:3:lowdin_charge:R:1 method="wB97M-V/def2-TZVPD" charge=+1 e_homo_ev=-13.29
H -3.19487 0.58336 -2.39812 0.09
H 2.66958 1.62827 -2.28960 0.14
C -1.65891 0.98720 0.43647 -0.17
C 2.96603 1.92684 0.00801 -0.02
C -0.37907 0.94555 1.39054 -0.07
C 2.31924 1.59792 -1.23687 0.03
C -2.18947 0.09961 -2.53833 -0.12
H -1.64670 -1.17954 0.77231 0.09
N 2.11525 1.71292 1.12628 0.15
H 1.90950 -1.86408 2.43143 0.07
H 0.28111 0.88430 -1.38452 0.13
H 0.42975 -2.10674 0.68340 0.03
H -0.51292 1.77617 2.15017 0.13
C 1.85481 -2.77078 1.82087 -0.15
H 2.61520 -2.73663 1.03650 0.08
H 2.31095 1.83352 2.11940 0.18
H -2.49794 -1.84838 -1.59792 0.12
C 0.91261 1.28606 0.58235 -0.19
H -1.44061 0.93048 -2.66880 0.05
H -3.27630 -0.58470 0.29441 0.12
H -1.44212 1.62770 -0.45850 0.10
C -1.84551 -0.94258 -1.40504 -0.25
H -0.31530 -0.01803 1.96186 0.12
H -2.47105 1.51052 1.01439 0.12
N 1.03184 1.20527 -0.76831 0.12
H 2.02948 -3.63934 2.45254 0.09
H -0.78525 -1.32425 -1.42079 0.10
C -2.17641 -0.46490 0.06878 -0.19
H 4.00965 2.30227 0.09522 0.13
H -2.18442 -0.47372 -3.51508 0.09
O 0.56185 -2.88430 1.23695 -0.13

Arrangement 2

31
Properties=species:S:1:pos:R:3:lowdin_charge:R:1 method="wB97M-V/def2-TZVPD" charge=+1 e_homo_ev=-12.34
H -0.35384 -2.46131 -0.38446 0.10
H 1.35715 1.03569 3.00907 0.12
H 1.33151 -0.52438 4.76738 0.18
C -0.43933 0.34008 -2.12055 -0.37
H -1.87994 -1.09041 -1.35733 0.15
H -4.02425 0.11856 -1.33892 0.07
C -3.55471 0.85807 -0.71293 0.04
C 2.06805 -0.97415 3.04652 -0.29
H 1.56174 -2.10242 1.42874 0.09
H 2.48281 -3.01904 2.68067 0.11
H -1.94816 -0.04143 -3.63265 0.08
H 0.19683 -0.49078 -2.44947 0.13
H -1.96448 1.60124 -2.98643 0.08
C -2.26686 0.82578 -0.43101 -0.15
C 0.45222 1.48715 -1.65704 -0.07
C 2.15147 0.41951 2.58821 0.04
C -1.33209 -0.22214 -0.95713 -0.35
H 3.10203 0.85363 2.91499 0.13
H 3.29821 -1.86094 1.56154 0.12
N -0.43021 -0.58777 0.07785 -0.04
C -1.32267 0.77497 -3.28190 -0.06
H 1.12726 1.76629 -2.46053 0.09
H -0.14177 2.35769 -1.39611 0.08
H -4.19327 1.63675 -0.33517 0.06
H -1.80405 1.56953 0.20013 0.11
H -0.69569 1.10364 -4.10686 0.09
N 0.00778 -1.70830 0.23985 0.08
C 2.41868 -2.06549 2.16607 0.02
H 2.12319 0.47727 1.50460 0.09
H 1.04447 1.19454 -0.79319 0.05
O 1.62793 -1.27182 4.21607 0.23

arrangement 1 ends up most stable, edging out the next structure by 39.2 kcal/mol.

Arrangement 1

20
Properties=species:S:1:pos:R:3:lowdin_charge:R:1 method="wB97M-V/def2-TZVPD" e_homo_ev=-8.78
H -1.24675 -0.28777 2.02857 0.08
H -2.64423 -0.47242 0.84841 0.07
C -0.09191 0.38184 -2.08679 0.00
C -1.67271 -0.80107 1.17909 0.20
O -1.39550 0.93740 -0.13175 -0.14
H -1.62005 -1.88254 1.23598 0.07
O -0.16764 -0.93558 0.04012 -0.22
H -0.10695 1.35291 -2.58141 0.09
H 0.99480 2.32481 -0.55441 0.13
H 1.89750 0.88473 -0.07184 0.12
H 1.42483 -0.93417 1.38651 0.09
H 1.76154 -1.61661 -0.23812 0.10
H -0.25166 1.83113 1.43717 0.08
H 0.83988 -0.12707 -2.34431 0.08
H -0.92992 -0.21218 -2.44421 0.09
H 0.76934 -2.52818 0.90557 0.09
C 1.02070 -1.52347 0.55983 -0.07
C 0.93492 1.39082 0.02083 -0.20
C -0.21843 0.56666 -0.58133 -0.60
O 0.70225 1.65075 1.39208 -0.06

Arrangement 2

20
Properties=species:S:1:pos:R:3:lowdin_charge:R:1 method="wB97M-V/def2-TZVPD" e_homo_ev=-8.20
H -0.73127 1.52507 1.50889 0.09
O 1.55417 -0.85062 -2.41066 0.12
H -1.69350 -2.86989 0.88839 0.02
H -1.69983 -1.32785 0.96912 -0.05
H 3.27803 -0.96177 -1.40227 0.13
H 2.37838 0.29947 0.55984 0.14
C 2.23292 -0.64401 -1.42753 -0.20
C -0.07006 1.36354 -1.06367 -0.01
H -0.26134 -0.67473 -0.24569 0.15
H 0.62038 2.20695 -0.91571 0.10
O -2.46622 -0.17224 0.28026 -0.29
H -3.39173 -0.22810 0.03035 -0.05
C -0.00511 0.72405 1.39416 -0.06
O -1.28076 -2.15902 1.40033 -0.16
C 1.70594 -0.06563 -0.21209 0.17
C 0.29774 0.25862 -0.03914 -0.39
H -0.48006 -0.08337 1.94764 0.07
H -1.12708 1.62771 -1.02541 0.10
H 0.95575 1.02088 1.82330 0.07
H 0.18368 1.01093 -2.06012 0.07

Arrangement 3

20
Properties=species:S:1:pos:R:3:lowdin_charge:R:1 method="wB97M-V/def2-TZVPD" e_homo_ev=-10.66 smiles="CC(C)(C)OC=O.O"
H -0.66202 -1.37323 1.32696 0.10
H -2.15193 -1.02742 0.43560 0.09
C -0.43117 -0.32991 -0.58660 -0.60
O 2.31539 0.64387 3.32281 -0.08
O 1.73592 2.25944 -0.31185 0.11
H -1.30000 1.66322 -0.92462 0.09
H -0.49117 0.89701 -2.32320 0.10
C -1.17518 -0.61867 0.71418 -0.03
H 0.36692 -2.30441 -0.71461 0.09
H -1.12491 -2.08999 -1.69380 0.10
H 0.46109 -1.36978 -2.20569 0.10
H -1.34983 0.27953 1.31564 0.08
H -2.10748 0.37473 -1.81561 0.10
C -1.13190 0.71433 -1.44974 -0.03
C -0.19206 -1.61306 -1.35736 -0.03
O 0.95299 0.14096 -0.34089 -0.02
H 2.51541 1.01113 2.43812 0.03
C 0.94071 1.44140 0.05725 -0.38
H 2.68502 -0.26031 3.29110 0.05
H 0.14420 1.56115 0.82230 0.14

Arrangement 4

20
Properties=species:S:1:pos:R:3:lowdin_charge:R:1 method="wB97M-V/def2-TZVPD" e_homo_ev=-10.40 smiles="CCCCC(=O)O.O"
H 0.39807 -1.62252 0.22201 0.12
C 0.85014 1.22730 -0.61386 -0.28
H 1.27816 -2.74538 2.33146 0.02
O -2.65475 -1.33268 -1.00620 0.03
H -0.98008 0.99739 0.49066 0.10
H 1.15156 0.66434 -1.53372 0.12
C -1.76190 -1.34443 0.11959 -0.43
H -0.20843 -0.99771 -1.33128 0.14
H -3.43044 -1.89927 -0.85214 0.11
C -0.31993 -0.85695 -0.20974 -0.13
H 0.26401 0.57609 1.47930 0.15
H -0.34950 3.02594 -0.58568 0.07
O -2.25646 -1.53879 1.20347 0.09
H 1.29627 3.23822 -0.75957 0.10
H 2.13839 -1.83438 1.57754 -0.06
O 2.10271 -2.31536 2.30999 0.03
H 0.24433 2.50354 -2.07441 0.05
C -0.06560 0.46665 0.39007 -0.20
C 0.47301 2.56105 -1.07313 -0.12
H 1.83046 1.22693 -0.08435 0.11

arrangement 3 ends up most stable, edging out the next structure by 26.0 kcal/mol.

Arrangement 1

20
Properties=species:S:1:pos:R:3:lowdin_charge:R:1 method="wB97M-V/def2-TZVPD" e_homo_ev=-9.38 smiles="C=C(O)/C=C/C.O.O"
H 1.77676 1.37560 0.53950 0.12
H 0.23507 -1.03502 2.37797 0.00
H -1.15214 0.38528 0.70734 0.12
C 0.95236 0.15375 -1.01800 -0.39
H -1.94802 -1.12536 -1.13061 0.01
H 0.36225 2.40403 2.42245 0.08
C 1.38879 0.67245 -2.15374 0.06
O -2.40788 -0.65072 -1.83226 -0.06
H 0.80411 -1.66485 -1.58473 0.11
H -1.64974 -0.15002 -2.14119 0.01
H -1.37128 2.40929 1.86492 0.08
C 0.86438 0.84174 0.28653 -0.06
H 1.32710 0.21297 -3.12891 0.06
H 0.02491 -2.22443 1.37359 0.02
H -0.82818 1.32105 3.10391 0.08
H 1.69580 1.69907 -2.30617 0.07
C -0.51597 1.80126 2.16430 -0.09
O 0.31482 -1.99134 2.26023 -0.06
C -0.21242 0.86104 1.05118 -0.18
O 0.34354 -1.09917 -0.96847 0.00

Arrangement 2

20
Properties=species:S:1:pos:R:3:lowdin_charge:R:1 method="wB97M-V/def2-TZVPD" e_homo_ev=-9.72 smiles="CC(C)=O.CC(O)O"
O -0.50160 0.56633 0.79403 -0.10
C 0.91485 -0.86564 0.09121 -0.47
O 0.78515 -0.66111 -1.15271 0.00
H 0.14416 1.27637 0.69299 0.07
H -1.31215 2.90751 -0.30810 0.08
H -0.52756 -0.52040 -1.38459 0.10
C -1.34030 2.09035 -1.02972 -0.03
H 0.90997 -2.91418 0.63136 0.10
H -2.12077 2.29607 -1.76340 0.09
H -0.69478 -2.27364 0.21599 0.09
H 2.92569 -1.18812 0.69921 0.10
C -1.65352 0.76332 -0.35806 -0.41
H 2.57298 0.48818 0.25149 0.09
H 1.99834 -0.17365 1.80771 0.09
C 0.24273 -2.05673 0.72296 -0.01
H 0.04797 -1.86648 1.77724 0.09
C 2.17962 -0.39373 0.75630 -0.01
O -1.63605 -0.28992 -1.16178 -0.07
H -0.38440 2.02023 -1.54980 0.09
H -2.55033 0.79523 0.26768 0.14

arrangement 2 ends up most stable, edging out the next structure by 9.0 kcal/mol.